(1)
7
Properties=species:S:1:pos:R:3:forces:R:3:nbo_charge:R:1 method="wB97M-V/def2-TZVPD" homo_ev=-9.9 homo_lumo_gap_ha=0.1788 e_above_lowest_ev=4.993
S 0.335 1.284 -1.759 -0.9 -2.0 0.0 -0.106
S -0.678 -1.443 0.584 0.4 0.7 -0.7 -0.134
H -0.033 0.193 -2.528 0.4 0.9 0.4 0.135
H -1.649 -2.254 0.165 -0.2 0.0 -0.4 0.112
H 0.594 1.000 0.450 -0.7 -0.6 -3.1 0.451
H 0.655 0.143 1.754 0.4 2.9 -1.3 0.469
O 0.777 1.079 1.334 0.7 -1.8 5.2 -0.926

***

(2)
121
Properties=species:S:1:pos:R:3:forces:R:3:lowdin_charge:R:1 method="wB97M-V/def2-TZVPD" homo_ev="-1.9 / -1.7" homo_lumo_gap_ha="0.2052 / 0.1995" e_above_lowest_ev=0.235 total_charge=-2 spin_multiplicity=3
V -2.216 -2.086 2.159 -1.3 0.7 -1.1 -0.076
C -3.407 -6.822 -2.836 0.1 0.1 0.0 -0.054
C -2.396 -5.704 -2.933 -0.1 0.0 0.0 -0.264
C -2.752 -4.450 -3.415 -0.1 0.0 0.0 -0.010
C -1.826 -3.422 -3.527 -0.1 0.2 0.1 -0.222
C -2.276 -2.063 -4.013 0.1 0.0 0.1 -0.029
C -0.500 -3.658 -3.148 0.1 0.4 0.4 -0.180
C -0.124 -4.906 -2.644 0.1 0.1 0.1 -0.227
C 1.277 -5.195 -2.145 -0.1 0.0 0.0 -0.032
C -1.081 -5.906 -2.543 0.0 -0.2 0.1 -0.017
C 0.542 -2.607 -3.430 0.2 0.4 0.2 -0.197
C 1.243 -2.905 -4.602 -0.1 0.0 0.0 -0.048
C 2.199 -2.058 -5.123 0.0 0.0 -0.1 -0.074
C 2.441 -0.865 -4.477 0.0 0.1 0.0 -0.055
C 1.775 -0.520 -3.300 -0.3 -0.1 0.2 -0.205
C 0.822 -1.400 -2.708 0.3 -0.3 -0.7 -0.175
Ge 0.048 -0.992 -0.906 0.0 -0.1 0.0 0.030
S -1.249 -2.504 -0.081 0.2 -0.3 -0.7 0.350
S 1.643 -0.375 0.557 0.2 -0.1 0.0 0.338
Ge -0.008 0.962 1.276 -0.1 -0.2 -0.3 0.101
S -1.424 0.131 2.652 0.3 -0.1 -0.2 0.317
S -0.970 1.021 -0.790 -0.2 0.3 -0.1 0.288
C 0.621 2.635 2.086 0.1 0.6 0.3 -0.193
C -0.181 3.801 2.035 0.1 -0.3 0.0 -0.207
C 0.225 4.952 2.708 0.1 0.0 0.0 -0.045
C 1.395 4.964 3.457 0.0 -0.1 0.0 -0.074
C 2.155 3.808 3.560 0.0 0.1 0.0 -0.042
C 1.781 2.642 2.894 -0.1 -0.2 -0.1 -0.201
C 2.605 1.402 3.131 -0.2 0.1 0.0 -0.172
C 2.137 0.400 3.987 -0.2 0.0 0.1 -0.201
C 0.855 0.513 4.791 0.5 0.0 0.2 -0.070
C 2.906 -0.759 4.146 -0.2 0.0 0.1 -0.014
C 4.118 -0.928 3.510 0.1 0.0 0.0 -0.271
C 4.917 -2.199 3.680 -0.1 0.0 0.0 -0.054
C 4.594 0.112 2.707 0.1 -0.1 0.0 -0.035
C 3.862 1.269 2.511 -0.1 0.0 0.0 -0.248
C 4.402 2.354 1.616 -0.1 0.0 0.0 -0.039
C -1.511 3.829 1.324 0.3 0.0 0.0 -0.151
C -2.660 3.361 1.967 0.0 -0.1 0.1 -0.203
C -2.660 2.851 3.394 -0.3 0.4 -0.1 -0.087
C -3.870 3.372 1.262 0.0 -0.1 0.0 -0.009
C -3.964 3.853 -0.033 -0.1 0.0 0.0 -0.273
C -5.276 3.827 -0.784 0.1 0.0 0.0 -0.058
C -2.813 4.366 -0.632 0.0 0.0 -0.1 -0.031
C -1.592 4.362 0.023 0.0 0.0 0.1 -0.235
C -0.368 4.928 -0.654 -0.1 0.0 0.0 -0.035
C 2.129 0.877 -2.846 -0.1 -0.2 0.1 -0.146
C 1.330 1.955 -3.236 0.0 0.0 0.0 -0.219
C 0.011 1.791 -3.965 0.1 0.0 0.1 -0.055
C 1.772 3.255 -2.967 -0.2 0.0 -0.1 -0.034
C 2.988 3.506 -2.361 0.1 0.0 0.0 -0.275
C 3.451 4.915 -2.075 0.0 0.0 0.1 -0.054
C 3.786 2.415 -2.020 0.1 0.1 0.1 -0.030
C 3.379 1.111 -2.238 -0.1 -0.2 0.0 -0.221
C 4.279 -0.028 -1.812 -0.1 0.1 0.0 -0.044
H -4.422 -6.455 -2.986 0.0 0.0 0.0 0.070
H -3.370 -7.296 -1.855 0.0 0.0 0.0 0.076
H -3.208 -7.592 -3.588 0.0 0.0 0.1 0.072
H -3.787 -4.261 -3.693 0.1 0.0 0.0 0.113
H -3.285 -2.119 -4.425 0.0 0.0 0.0 0.073
H -1.607 -1.660 -4.779 0.0 -0.1 0.0 0.076
H -2.299 -1.338 -3.191 0.0 -0.1 0.0 0.076
H 1.904 -4.306 -2.121 -0.1 0.0 0.0 0.072
H 1.777 -5.941 -2.772 0.0 0.0 0.0 0.077
H 1.228 -5.592 -1.128 0.0 0.0 -0.1 0.085
H -0.794 -6.871 -2.122 0.0 0.1 -0.1 0.122
H 1.004 -3.837 -5.110 0.0 0.1 0.1 0.122
H 2.731 -2.313 -6.036 -0.1 0.0 0.1 0.099
H 3.155 -0.156 -4.887 0.0 0.0 0.0 0.121
H -0.401 5.838 2.650 0.0 -0.1 0.0 0.117
H 1.694 5.862 3.987 0.0 0.0 0.0 0.095
H 3.040 3.786 4.194 -0.1 0.0 -0.1 0.118
H 0.309 1.433 4.603 0.0 0.0 0.0 0.057
H 1.091 0.468 5.861 0.0 0.0 -0.1 0.092
H 0.174 -0.308 4.574 0.1 0.0 0.2 0.013
H 2.514 -1.556 4.777 0.0 0.1 -0.1 0.125
H 4.383 -2.918 4.304 0.0 0.1 0.0 0.074
H 5.888 -2.000 4.144 0.0 0.0 0.0 0.071
H 5.108 -2.673 2.712 0.0 0.0 0.0 0.076
H 5.551 0.000 2.197 -0.1 0.0 0.1 0.112
H 5.338 2.031 1.158 0.0 0.0 0.0 0.069
H 4.593 3.279 2.169 0.0 -0.1 0.0 0.075
H 3.693 2.592 0.819 0.0 0.0 0.0 0.073
H -1.677 2.900 3.860 -0.1 0.0 0.0 0.069
H -2.981 1.808 3.439 0.0 0.3 0.1 -0.014
H -3.355 3.445 3.999 0.1 0.0 -0.1 0.087
H -4.759 2.977 1.751 0.1 0.1 0.0 0.121
H -6.077 3.411 -0.168 0.1 0.0 0.0 0.070
H -5.197 3.214 -1.687 0.0 0.0 0.1 0.078
H -5.575 4.832 -1.096 0.0 0.0 0.0 0.071
H -2.867 4.760 -1.647 0.0 0.0 0.1 0.113
H -0.627 5.337 -1.634 0.0 0.0 0.1 0.072
H 0.390 4.157 -0.806 0.0 0.0 0.1 0.068
H 0.092 5.722 -0.055 -0.1 -0.1 -0.1 0.079
H -0.175 0.762 -4.273 0.1 0.0 0.0 0.068
H -0.007 2.424 -4.858 0.0 0.0 0.0 0.078
H -0.815 2.092 -3.317 0.1 0.0 0.0 0.035
H 1.138 4.093 -3.255 0.1 -0.1 0.0 0.112
H 2.719 5.649 -2.422 0.0 -0.1 0.0 0.069
H 4.405 5.127 -2.567 -0.1 0.0 0.0 0.072
H 3.596 5.069 -1.000 0.0 0.0 -0.1 0.077
H 4.758 2.591 -1.563 -0.1 0.0 0.0 0.110
H 5.231 0.359 -1.436 -0.1 0.0 0.0 0.072
H 4.485 -0.717 -2.633 0.0 0.0 0.0 0.072
H 3.812 -0.606 -1.010 0.0 0.1 -0.1 0.032
Se -3.627 -1.408 4.172 -1.3 -0.1 0.6 -0.019
Se -3.023 -0.260 6.031 0.3 0.1 -0.3 -0.123
Se -1.130 -3.460 6.069 0.1 0.1 -0.1 -0.106
Se -2.489 -3.559 4.272 -0.1 -0.5 0.4 0.108
O -3.670 -0.825 0.799 0.1 -0.5 -0.1 -0.157
H -3.025 -0.367 0.234 0.0 0.1 0.1 -0.031
H -4.099 -0.148 1.329 0.0 0.2 0.1 0.043
F -5.781 -5.405 0.343 0.0 -0.1 0.0 0.117
C -5.120 -5.310 1.524 0.4 0.1 -0.3 -0.538
F -6.015 -5.516 2.493 -0.1 -0.2 0.1 0.141
F -4.248 -6.333 1.562 0.0 0.1 0.0 0.130
C -4.488 -3.895 1.664 1.9 -0.3 -0.3 -0.583
O -5.285 -3.027 1.923 -0.3 0.6 0.2 0.050
O -3.193 -3.822 1.499 -2.1 0.0 0.4 -0.259
O 0.571 -2.811 3.091 1.4 -0.3 0.4 0.100
C -0.457 -2.549 2.729 0.6 -0.3 0.1 -0.440

***

(3)
73
Properties=species:S:1:pos:R:3:forces:R:3:lowdin_charge:R:1 method="wB97M-V/def2-TZVPD" smiles="CCCC[C@@]1([C@H](C)CCC)COS(=O)(=O)O1.ClC(Cl)(Cl)Cl.ClC(Cl)(Cl)Cl.ClC(Cl)(Cl)Cl.ClC(Cl)(Cl)Cl.ClC(Cl)(Cl)Cl.ClC(Cl)(Cl)Cl.ClC(Cl)(Cl)Cl" homo_ev=-10.6 homo_lumo_gap_ha=0.3904
C 1.684 -2.958 1.024 -0.4 -0.6 -0.1 -0.100
C 0.842 -2.760 -0.230 0.8 0.4 -0.2 -0.239
C 0.469 -1.306 -0.547 -0.7 -0.8 -0.1 -0.181
C -0.851 -0.809 0.095 1.7 0.7 -0.5 -0.117
C -0.697 0.021 1.390 -2.7 0.1 -0.9 -0.404
C -0.021 1.415 1.317 1.1 -0.3 -0.2 -0.261
C 0.403 1.849 -0.092 0.0 0.1 0.4 -0.040
C 1.166 1.579 2.289 -0.2 0.0 -0.3 -0.149
C 2.248 0.496 2.191 -0.2 0.3 0.3 -0.240
C 3.588 1.006 1.683 0.1 -0.7 0.1 -0.093
C -2.159 0.359 1.769 0.6 -0.3 1.3 -0.095
O -2.724 -0.866 2.300 -0.2 -0.6 -0.2 -0.195
S -1.583 -1.738 2.967 1.8 0.6 -0.7 0.555
O -1.389 -2.973 2.325 -0.6 -1.1 -0.8 -0.261
O -1.628 -1.742 4.370 -0.5 0.6 1.0 -0.246
O -0.341 -0.814 2.492 0.2 0.2 0.7 -0.145
H 2.628 -2.426 0.953 0.1 0.2 0.1 0.070
H 1.919 -4.018 1.090 0.1 -0.1 0.2 0.075
H 1.156 -2.699 1.931 0.0 0.2 0.2 0.052
H 1.480 -3.095 -1.049 -0.1 -0.1 -0.2 0.097
H -0.020 -3.419 -0.239 -0.3 0.0 0.1 0.107
H 1.308 -0.660 -0.325 0.1 0.1 0.2 0.087
H 0.353 -1.249 -1.629 -0.1 0.1 -0.1 0.061
H -1.322 -0.146 -0.627 -0.1 0.2 0.0 0.085
H -1.545 -1.630 0.219 0.0 -0.2 0.3 0.112
H -0.766 2.144 1.628 -0.2 0.1 0.1 0.130
H -0.347 1.656 -0.851 0.0 -0.1 -0.2 0.082
H 0.556 2.925 -0.059 0.0 0.1 -0.1 0.034
H 1.349 1.398 -0.371 0.1 -0.1 -0.2 0.076
H 0.761 1.686 3.291 0.1 -0.2 0.2 0.118
H 1.644 2.529 2.052 -0.1 0.2 0.1 0.051
H 2.384 0.079 3.185 0.1 -0.2 0.1 0.116
H 1.903 -0.329 1.586 0.0 -0.1 -0.2 0.061
H 4.230 0.146 1.497 0.2 -0.1 0.0 0.069
H 3.518 1.545 0.742 -0.1 0.3 0.0 0.067
H 4.088 1.587 2.452 0.0 0.4 -0.1 0.074
H -2.150 1.006 2.642 -0.1 0.6 -0.2 0.139
H -2.749 0.726 0.945 -0.3 0.0 -0.1 0.147
C 1.853 6.310 -0.079 0.0 0.1 0.0 -2.036
Cl 3.027 7.536 0.395 -0.2 0.1 -0.1 0.498
Cl 2.201 5.757 -1.721 0.0 0.0 0.0 0.531
Cl 1.961 4.938 1.035 0.1 0.1 0.0 0.552
Cl 0.222 6.986 -0.018 0.0 0.0 0.0 0.533
C -1.289 -2.126 -4.814 0.0 -0.1 0.0 -2.028
Cl -0.992 -0.965 -6.113 0.0 -0.1 0.0 0.497
Cl 0.206 -2.995 -4.445 0.0 0.0 0.0 0.541
Cl -1.827 -1.256 -3.373 -0.1 0.0 0.0 0.559
Cl -2.534 -3.267 -5.317 0.3 -0.1 0.3 0.501
C -4.142 -5.506 1.300 0.1 0.0 0.0 -2.049
Cl -4.230 -3.753 1.468 -0.2 0.0 -0.1 0.562
Cl -3.655 -5.912 -0.351 0.0 0.0 0.0 0.517
Cl -2.956 -6.148 2.438 0.0 0.0 0.0 0.539
Cl -5.728 -6.214 1.636 0.0 0.0 0.0 0.521
C 6.693 7.264 2.064 0.0 0.0 0.0 -2.049
Cl 6.105 8.684 1.181 0.0 0.0 0.0 0.504
Cl 7.036 7.717 3.735 0.0 0.0 0.0 0.528
Cl 5.469 5.993 2.038 0.2 0.0 0.1 0.496
Cl 8.171 6.674 1.297 0.0 0.0 0.0 0.528
C 1.288 2.096 -7.131 0.0 0.0 0.0 -2.060
Cl 1.236 2.030 -5.365 0.0 0.0 0.0 0.510
Cl -0.334 1.814 -7.777 0.0 0.1 -0.1 0.501
Cl 1.856 3.686 -7.645 0.0 0.0 0.0 0.528
Cl 2.384 0.850 -7.735 0.0 0.0 0.0 0.526
C -2.769 -2.126 7.930 0.1 0.0 -0.1 -2.057
Cl -2.730 -2.638 9.623 0.0 0.0 0.0 0.514
Cl -4.168 -1.078 7.667 0.0 0.0 0.0 0.517
Cl -1.292 -1.238 7.551 0.0 0.0 0.1 0.534
Cl -2.896 -3.546 6.891 0.0 0.0 0.0 0.536
C -5.511 -3.614 -8.156 0.0 0.0 0.0 -2.053
Cl -4.395 -2.338 -7.667 -0.2 0.1 -0.3 0.490
Cl -5.097 -4.172 -9.780 0.0 0.0 0.0 0.526
Cl -5.383 -4.965 -7.020 0.0 0.0 0.0 0.515
Cl -7.165 -2.995 -8.148 0.0 0.0 0.0 0.526